Record 1
The following is a DFT calculation (the ωB97M-V functional and the def2-TZVPD basis) of 2 unconnected molecules or ions with the total composition C2H9NS in a non-equilibrium geometry.

```
13
Properties=species:S:1:pos:R:3:forces:R:3
C -0.8673 -0.9743 -0.7255 -0.3068 -0.4897 0.0794
C -0.2687 0.3884 -0.9994 0.1695 0.1176 -0.6743
N 1.1705 0.4873 -0.6468 -0.6755 0.1607 0.6116
H -1.9047 -1.0856 -1.0567 0.0668 0.4261 -0.1193
H -0.3510 -1.8374 -1.1693 0.2772 0.4478 0.1979
H -0.9195 -1.0733 0.3581 0.0858 -0.4861 -0.0063
H -0.3310 0.6846 -2.0553 -0.1248 -0.2625 0.1334
H -0.8742 1.1238 -0.4567 -0.0285 0.0691 0.0954
H 1.2279 0.3022 0.3778 0.3291 0.5491 -1.6734
H 1.3304 1.4950 -0.7096 0.5501 -0.2715 0.0428
S -0.0020 0.6698 2.3625 2.3738 -3.0805 -1.4187
H 0.8278 -0.4524 1.5126 -2.4709 2.3112 2.1228
H 0.9618 0.2721 3.2081 -0.2458 0.5086 0.6087
```
Positions in Å, forces in eV/Å.

E_LUMO	0.119	eV
HOMO energy	-9.38	eV


Record 2
The following is a DFT calculation (the ωB97M-V functional and the def2-TZVPD basis) of 2 unconnected molecules or ions with the total composition C2H9NS2 in a non-equilibrium geometry.

```
14
Properties=species:S:1:pos:R:3:forces:R:3
S 0.8720 -4.6100 2.4863 0.7273 0.5551 -1.7363
S 2.3292 -4.4947 1.0061 -1.1393 -0.6793 1.8004
H 0.0023 -3.7861 1.8109 0.3575 -0.2773 0.3579
H 3.0165 -5.4706 1.6798 0.0520 0.4053 -0.4253
C -1.5233 1.3804 -0.2197 -1.2778 -0.4656 -0.0978
C -0.5177 1.7137 -1.3212 1.9403 1.1103 1.7559
N 0.4276 2.7342 -0.7774 -1.0071 -0.0866 -0.0551
H -1.5631 2.0096 0.6668 0.3723 0.7697 -0.3663
H -2.5242 1.4249 -0.6564 -0.0750 -0.0815 0.2052
H -1.4567 0.3969 0.2597 0.3906 -0.2248 -0.6243
H 0.0678 0.8231 -1.5578 -0.4026 -0.2130 -0.5911
H -0.9312 2.2168 -2.1865 -0.4790 -0.5830 -0.2418
H 0.6395 2.6060 0.2007 0.4658 0.0561 -0.3345
H 1.1612 3.0558 -1.3912 0.0750 -0.2854 0.3532
```
Positions in Å, forces in eV/Å.

E_LUMO (alpha / beta)	-6.189 / -9.125	eV
net charge	+1
HOMO energy (alpha / beta)	-10.60 / -10.60	eV
expectation value of S²	0.7547
spin multiplicity	2


Record 3
The following is a DFT calculation (the ωB97M-V functional and the def2-TZVPD basis) of 3 unconnected molecules or ions with the total composition C2H9O2S in a non-equilibrium geometry.

```
14
Properties=species:S:1:pos:R:3:forces:R:3
C 2.1642 0.1532 0.2750 -1.0698 0.0274 -0.1024
C 0.9167 -0.6071 -0.2503 0.4546 -0.8598 -0.6557
S -0.7033 -0.4961 0.5573 0.1040 0.2747 0.3604
H 2.8745 -0.5230 0.7542 0.0108 0.1569 0.0250
H 2.5886 0.6267 -0.5957 0.6999 0.1712 -0.1961
H 1.8868 0.9583 0.9485 -0.0373 0.0148 0.2673
H 0.7672 -0.3476 -1.3063 0.0866 0.1798 0.1630
H 1.2428 -1.6592 -0.2999 -0.3293 0.0648 0.0745
H -2.8197 -1.4564 -0.6430 0.3152 -0.1626 0.2308
H -4.1203 -1.7680 0.0838 0.1670 -0.0390 -0.0642
O -3.5592 -2.0900 -0.6303 -0.3256 0.1581 -0.1018
H -0.6099 1.6805 0.1332 -0.1620 0.0046 -0.1389
H -0.1558 2.8676 0.9307 -0.0415 0.0897 -0.1639
O -0.4727 2.6610 0.0427 0.1273 -0.0806 0.3021
```
Positions in Å, forces in eV/Å.

E_LUMO	4.013	eV
net charge	-1
HOMO energy	-3.02	eV


Record 4
The following is a DFT calculation (the ωB97M-V functional and the def2-TZVPD basis) of 3 unconnected molecules or ions with the total composition C2H9O2S in a non-equilibrium geometry.

```
14
Properties=species:S:1:pos:R:3:forces:R:3
C 1.1503 1.5813 -0.9370 -0.1398 -0.2258 0.1068
C -0.2737 1.0417 -0.7946 1.0685 -0.0554 0.4106
S -0.3169 -0.6592 -0.2184 -0.1759 -0.0103 -0.1063
H 1.6216 1.6603 0.0399 0.0689 0.1560 0.0222
H 1.7603 0.8910 -1.5209 -0.0444 0.0972 -0.0933
H 1.1302 2.5537 -1.4291 0.1007 0.0454 0.0818
H -0.8492 1.6188 -0.0813 -0.2475 0.2644 0.0491
H -0.7562 1.1086 -1.7524 -0.5938 -0.2254 -0.4487
H 3.4640 -1.9859 0.1427 -0.0261 0.0314 0.0113
H 2.1717 -1.1660 0.0629 -0.0422 -0.0198 -0.0082
O 3.0986 -1.1154 0.3282 0.0624 -0.0020 -0.0164
H -3.3145 -0.9416 1.7900 -0.0638 0.0040 0.0329
H -2.5503 0.0949 1.0007 -0.1484 -0.0884 0.0421
O -3.3398 -0.0103 1.5497 0.1815 0.0286 -0.0840
```
Positions in Å, forces in eV/Å.

E_LUMO (alpha / beta)	0.698 / -2.545	eV
HOMO energy (alpha / beta)	-10.03 / -9.64	eV
expectation value of S²	0.7528
spin multiplicity	2